Record 1
Computed, not measured: a molecular structure, C5H12O2 in a non-equilibrium geometry, with the ωB97M-V functional and the def2-TZVPD basis.

Summary:
Energy relative to the best compared isomer or geometry (same formula, charge and spin) = 3.094 eV
E_HOMO = -9.2 eV

Each line ends with the Löwdin charge.
Atoms and positions in Å:
C1 -1.549 -0.592 1.682  -0.112
O1 -0.248 -0.228 1.187  -0.237
C2 -0.071 0.503 -0.442  -0.191
C3 -0.476 1.870 -0.060  -0.071
C4 1.387 0.212 -0.793  -0.135
C5 1.359 -1.263 -1.217  -0.288
O2 0.314 -1.840 -0.475  -0.169
H1 -2.059 0.283 2.104  0.075
H2 -1.506 -1.343 2.499  0.095
H3 -2.151 -1.034 0.883  0.090
H4 -0.719 0.053 -1.219  0.153
H5 0.159 2.186 0.767  0.092
H6 -1.518 1.828 0.265  0.081
H7 -0.394 2.561 -0.902  0.093
H8 1.964 0.332 0.125  0.120
H9 1.817 0.922 -1.528  0.131
H10 1.178 -1.348 -2.309  0.118
H11 2.315 -1.776 -1.032  0.108
H12 0.199 -1.326 0.465  0.044



Record 2
Computed, not measured: a single C5H12O2 molecule, with the ωB97M-V functional and the def2-TZVPD basis.

Summary:
Energy relative to the best compared isomer or geometry (same formula, charge and spin) = 0.672 eV
E_HOMO = -10.1 eV

Each line ends with the Löwdin charge.
Atoms and positions in Å:
C1 -0.733 -1.748 1.859  -0.107
C2 0.315 -1.095 0.964  -0.212
C3 -0.322 -0.137 -0.054  -0.345
O1 -1.059 0.937 0.600  -0.050
C4 0.702 0.514 -0.977  -0.403
C5 0.044 1.279 -2.130  -0.044
O2 1.551 1.330 -0.166  -0.036
H1 -1.364 -0.985 2.325  0.070
H2 -1.387 -2.412 1.280  0.076
H3 -0.263 -2.343 2.648  0.071
H4 1.027 -0.509 1.559  0.113
H5 0.911 -1.882 0.471  0.120
H6 -1.026 -0.721 -0.689  0.159
H7 -0.520 1.357 1.300  0.103
H8 1.317 -0.286 -1.407  0.146
H9 -0.706 1.996 -1.775  0.082
H10 0.796 1.809 -2.724  0.081
H11 -0.473 0.576 -2.797  0.084
H12 1.105 2.184 -0.073  0.093